(1)
Here is the ion C5H11OS with charge +1 from the Open Molecules 2025 dataset. Energies are from ωB97M-V with the def2-TZVPD basis set.

Calculated values
HOMO energy = -14.912 eV
DFT total energy = -670.1834 hartree
Multiplicity = 1
Relative energy (zero: lowest compared OMol25 entry of this formula, charge and spin) = 161.1 kJ/mol
Net charge = +1
HOMO-LUMO gap = 9.59 eV
Strongest force on any atom = 4.855 eV Å⁻¹

Last column: natural (NBO) charge in e.
Cartesian coordinates (Å):
C  -0.1051  -1.8295  -0.8243  -0.4153
C  -1.4598  -1.1440  -0.9952  -0.4225
C  0.4405  -1.4535  0.5551  -0.5803
C  -1.2803  0.2617  -0.4573  -0.5544
C  1.5683  2.8214  1.0461  -0.1151
O  0.9191  1.2592  0.8775  -0.8026
S  -0.4108  0.0271  1.1173  1.1692
H  -0.2084  -2.9104  -0.9042  0.2533
H  0.5808  -1.4953  -1.5994  0.2318
H  -1.7605  -1.1174  -2.0422  0.2613
H  -2.2386  -1.6722  -0.4426  0.2255
H  0.2085  -2.2059  1.3107  0.2656
H  1.5153  -1.2753  0.5687  0.2954
H  -0.6121  0.8501  -1.0878  0.2675
H  -2.2082  0.8049  -0.3020  0.2668
H  1.1185  3.3830  0.2427  0.2115
H  2.5992  2.5347  0.8936  0.2269
H  1.3336  3.1613  2.0432  0.2154


(2)
Here is a cluster of 2 separate species, C5H11P in total from the Open Molecules 2025 dataset. Energies are from ωB97M-V with the def2-TZVPD basis set.

Calculated values
HOMO energy (spin up / spin down) = -7.812 / -7.934 eV
DFT total energy = -538.2860 hartree
Multiplicity = 1
Relative energy (zero: lowest compared OMol25 entry of this formula, charge and spin) = 368.0 kJ/mol
Net charge = 0
HOMO-LUMO gap (spin up / spin down) = 6.93 / 7.10 eV
Strongest force on any atom = 3.327 eV Å⁻¹

Last column: natural (NBO) charge in e.
Cartesian coordinates (Å):
C  1.8654  -0.6143  -0.5129  -0.4290
C  1.6907  -1.4262  -1.5531  -0.1481
C  0.9453  -2.7112  -1.6610  -0.6572
C  -1.4039  2.3677  2.0337  -0.5963
C  -1.8486  1.5160  0.8227  -0.8537
P  -0.6372  1.6498  -0.5220  0.3553
H  1.7326  -1.1568  0.4400  0.1858
H  2.3694  0.3381  -0.5688  0.2139
H  2.0075  -1.0201  -2.5064  0.1810
H  0.6503  -3.0677  -2.6396  0.2185
H  0.0916  -2.5240  -1.1451  0.2195
H  1.3897  -3.4868  -1.1733  0.2169
H  -0.3717  2.5491  1.8678  0.2065
H  -2.1019  3.3217  2.2110  0.2058
H  -1.5835  1.8126  2.9667  0.2086
H  -2.8204  1.9144  0.6645  0.2366
H  -1.9754  0.5377  1.2758  0.2361


(3)
Here is a cluster of 2 separate species, C5H12 in total from the Open Molecules 2025 dataset. Energies are from ωB97M-V with the def2-TZVPD basis set.

Calculated values
HOMO energy = -9.553 eV
DFT total energy = -197.5897 hartree
Multiplicity = 1
Structure (SMILES) = C=C.CCC
Relative energy (zero: lowest compared OMol25 entry of this formula, charge and spin) = 313.6 kJ/mol
Net charge = 0
HOMO-LUMO gap = 10.68 eV
Strongest force on any atom = 5.103 eV Å⁻¹

Last column: natural (NBO) charge in e.
Cartesian coordinates (Å):
C  2.5323  -0.3858  -0.7543  -0.4103
C  2.5598  -1.6630  -0.3370  -0.4107
H  3.6046  0.1282  -0.7972  0.1791
H  1.7881  0.0772  -1.5360  0.2198
H  3.5750  -2.1046  -0.3463  0.2136
H  1.6046  -2.0645  0.0381  0.2082
C  -1.8052  0.3579  -0.8408  -0.6094
C  -2.0659  0.3588  0.5996  -0.4177
C  -0.9801  1.1576  1.3303  -0.6306
H  -1.7558  1.2643  -1.4692  0.2128
H  -0.7434  -0.0352  -0.9847  0.1894
H  -2.2941  -0.4020  -1.5022  0.2102
H  -3.1197  0.7699  0.7291  0.1969
H  -2.1127  -0.6198  0.9530  0.2055
H  -1.4282  2.0439  1.8425  0.2130
H  -0.0056  1.4685  0.8871  0.2237
H  -0.5582  0.5210  2.1989  0.2063


(4)
Here is a structure of composition C5H12AlMgO3 from the Open Molecules 2025 dataset. Energies are from ωB97M-V with the def2-TZVPD basis set.

Calculated values
HOMO energy = -11.486 eV
DFT total energy = -865.7698 hartree
Multiplicity = 1
Relative energy (zero: lowest compared OMol25 entry of this formula, charge and spin) = 0.0 kJ/mol
Net charge = +1
HOMO-LUMO gap = 7.57 eV
Strongest force on any atom = 3.437 eV Å⁻¹

Last column: natural (NBO) charge in e.
Cartesian coordinates (Å):
O  2.7039  1.5157  0.6648  -1.4269
Al  3.9522  0.6372  -0.0035  0.9286
C  -1.6016  2.2220  -1.1388  -0.2571
O  -0.8716  1.4517  -0.2113  -0.6842
C  -1.6601  0.5562  0.6456  -0.1034
C  -0.6869  -0.3041  1.3924  -0.8187
C  -0.2997  -1.5711  0.6908  -0.1023
O  0.8654  -1.2568  -0.1442  -0.6917
C  1.3487  -2.2939  -0.9664  -0.2574
Mg  0.9690  0.7360  0.3726  1.6835
H  -0.8916  2.8568  -1.6802  0.1981
H  -2.1289  1.5691  -1.8518  0.1913
H  -2.3382  2.8524  -0.6171  0.1960
H  -2.3374  0.0101  -0.0392  0.1774
H  -2.2676  1.1897  1.3102  0.2031
H  -0.9132  -0.4266  2.4540  0.2451
H  2.7659  2.2850  1.2667  0.5535
H  -1.0577  -1.9805  -0.0047  0.1784
H  -0.0001  -2.3647  1.3927  0.2023
H  2.2839  -1.9452  -1.4204  0.1922
H  1.5610  -3.1965  -0.3728  0.1969
H  0.6046  -2.5423  -1.7393  0.1952


(5)
Here is a structure of composition C5H12BBr4Na5O3 from the Open Molecules 2025 dataset. Energies are from ωB97M-V with the def2-TZVPD basis set.

Calculated values
HOMO energy (spin up / spin down) = -16.841 / -16.841 eV
DFT total energy = -11554.8739 hartree
<S²> = 0.754
Multiplicity = 2
Relative energy (zero: lowest compared OMol25 entry of this formula, charge and spin) = 13.5 kJ/mol
Net charge = +3
HOMO-LUMO gap (spin up / spin down) = 6.29 / 3.16 eV
Strongest force on any atom = 11.038 eV Å⁻¹

Last column: natural (NBO) charge in e.
Cartesian coordinates (Å):
Na  -2.4831  1.7158  1.2409  0.9896
Na  -3.8942  -1.8795  -1.7666  0.9600
Na  -0.3408  -2.5977  -0.4543  0.9559
Na  -4.2483  2.4558  -1.6277  0.9924
Na  -2.5036  0.7063  -3.6640  0.9642
C  -1.5175  -0.0257  -1.1307  0.9315
O  -1.5221  -1.0317  -1.8308  -0.8810
O  -2.3728  0.8197  -1.2456  -1.0541
O  -0.8268  0.1021  -0.0986  -0.9135
B  -3.0275  -3.0885  0.1317  -0.8702
H  -3.9852  -3.4471  -0.2125  -0.0016
H  -2.8636  -2.0225  0.1013  -0.0829
H  -2.9517  -3.3881  1.1655  0.0466
H  -2.2716  -3.5756  -0.4646  -0.0550
Br  1.7193  -0.2892  4.9637  0.6818
C  1.9386  0.7306  3.1979  -0.4167
C  1.0842  0.1800  2.0693  -0.4484
Br  1.3443  -1.7836  1.8564  0.0992
H  2.9854  0.5200  2.9789  0.2776
H  1.9532  1.7870  3.4659  0.2884
H  1.5999  0.5259  1.1735  0.2793
H  0.0275  0.4200  2.1869  0.2287
Br  1.2099  2.3193  -3.0271  -0.0046
C  2.0176  1.3637  -1.5370  -0.4444
C  3.4300  1.8905  -1.3786  -0.4718
Br  4.5410  1.0615  0.0060  0.0122
H  2.0815  0.3312  -1.8803  0.2313
H  1.3712  1.4620  -0.6649  0.2139
H  3.5490  2.9636  -1.2284  0.2440
H  3.9563  1.7745  -2.3260  0.2476


(6)
Here is a structure of composition C5H12BeO9 from the Open Molecules 2025 dataset. Energies are from ωB97M-V with the def2-TZVPD basis set.

Calculated values
HOMO energy = 1.271 eV
DFT total energy = -889.4525 hartree
Multiplicity = 1
Relative energy (zero: lowest compared OMol25 entry of this formula, charge and spin) = 114.1 kJ/mol
Net charge = -2
HOMO-LUMO gap = 2.98 eV
Strongest force on any atom = 5.670 eV Å⁻¹

Last column: natural (NBO) charge in e.
Cartesian coordinates (Å):
Be  -0.3075  -0.5880  -0.4705  1.4906
C  1.2735  -1.1970  -2.5580  0.9146
O  0.5190  -2.1267  -2.0512  -0.9206
O  1.3598  -1.0031  -3.7971  -0.7798
O  1.6491  -0.2367  -1.7258  -0.9676
C  -1.7368  0.6949  -2.7114  0.8911
O  -1.6630  0.6049  -3.9856  -0.8276
O  -2.2784  -0.2731  -2.0412  -0.9224
O  -0.8011  1.3768  -2.1188  -0.8993
C  2.2321  -1.8473  0.9777  -0.2776
O  0.8668  -1.8521  1.3954  -0.7649
H  2.7799  -0.9142  1.1103  0.1742
H  2.6921  -2.7303  1.4287  0.1341
H  2.2823  -1.9872  -0.1079  0.2638
H  0.6702  -2.5196  2.0489  0.4728
C  0.9846  2.0758  1.5241  -0.2522
O  1.0249  1.4605  0.2407  -0.7002
H  1.4786  1.5096  2.3195  0.1387
H  1.4185  3.0813  1.5629  0.1439
H  -0.0837  2.2138  1.6884  0.1801
H  1.8997  1.5585  -0.1521  0.5017
C  -2.9109  0.6622  1.0031  -0.2561
O  -1.8203  -0.2103  1.3410  -0.7644
H  -2.5398  1.5834  0.5579  0.2151
H  -3.6183  0.2071  0.3117  0.2196
H  -3.4613  0.8480  1.9328  0.1208
H  -1.9099  -0.3912  2.2763  0.4716